No. 1
Computed, not measured: a single C20H25N5O3S molecule in a non-equilibrium geometry, with the ωB97M-V functional and the def2-TZVPD basis.

Each line ends with the Mulliken charge.
Atoms and positions in Å:
S1 -0.0093 3.8806 -1.1898  1.383
O1 0.8106 4.9028 -1.7692  -0.735
O2 -1.6922 -1.0616 -1.4546  -0.710
O3 0.4172 3.2990 0.0553  -0.711
N1 2.2824 -3.4287 3.2267  -0.327
N2 -3.5887 4.8205 0.3818  -0.615
N3 -0.3083 2.7374 -2.3791  0.275
N4 1.2537 -3.5962 1.1815  0.080
N5 -0.2656 -1.3972 0.2427  0.079
C1 0.8043 2.4690 -3.2682  -1.061
C2 1.8381 1.5576 -2.6106  -0.537
C3 0.7161 -5.2063 2.9360  -0.536
C4 0.9296 -1.1709 1.0248  -0.427
C5 1.8981 -2.3486 0.8324  -0.912
C6 -3.5423 5.6895 -1.8447  -0.482
C7 -2.2580 5.2016 -2.0246  -0.414
C8 -0.9161 -2.6479 0.5840  -0.871
C9 -0.9588 1.5475 -1.8805  -1.753
C10 -0.7229 -0.6883 -0.8146  -0.088
C11 0.0664 -3.8105 0.3870  -0.938
C12 1.9039 -4.9744 5.0018  -0.465
C13 0.9795 -5.6500 4.2133  -0.563
C14 -2.3622 4.3599 0.2100  -0.020
C15 -4.1603 5.4664 -0.6204  -0.226
C16 -1.6648 4.5241 -0.9745  -0.027
C17 2.5255 -3.8728 4.4461  -0.444
C18 1.3941 -4.0700 2.4614  0.968
C19 1.1689 0.2659 -2.1460  -0.486
C20 0.0171 0.5898 -1.1839  1.144
H1 -4.0510 6.2271 -2.6293  0.388
H2 1.9019 -0.3792 -1.6573  0.148
H3 1.4154 -0.2384 0.7516  0.346
H4 1.2417 3.4354 -3.5206  0.487
H5 -5.1634 5.8228 -0.4279  0.359
H6 2.2065 -2.4087 -0.2165  0.371
H7 -1.7091 5.3368 -2.9433  0.431
H8 -1.7875 -2.7594 -0.0624  0.530
H9 0.7657 -0.2707 -3.0093  0.334
H10 3.2580 -3.2996 5.0007  0.383
H11 0.4012 2.0046 -4.1738  0.414
H12 2.7701 -2.2241 1.4726  0.388
H13 0.3658 -3.8510 -0.6659  0.363
H14 0.4681 -6.5219 4.5959  0.400
H15 -1.7345 1.8649 -1.1802  0.378
H16 0.0091 -5.7396 2.3218  0.247
H17 -1.2349 -2.6114 1.6319  0.305
H18 2.6394 1.3372 -3.3177  0.432
H19 0.6505 -1.1227 2.0841  0.220
H20 -1.9073 3.8416 1.0426  0.481
H21 2.2648 2.0804 -1.7517  0.317
H22 2.1292 -5.2965 6.0053  0.380
H23 -0.4144 -4.7518 0.6424  0.363
H24 0.4002 1.1018 -0.2997  0.631
H25 -1.4412 1.0339 -2.7173  0.324

The total energy comes out at -1674.8223 a.u. The value obtained for the gap between HOMO and LUMO is 8.39 eV. The energy relative to the best compared isomer or geometry (same formula, charge and spin) comes out at 1.629 eV. Its SMILES is O=C([C@H]1CCCN(S(=O)(=O)c2cccnc2)C1)N1CCN(c2ccccn2)CC1. Its HOMO energy is -0.29238 Ha.

No. 2
Computed, not measured: C20H25N5OPtS2 as an isolated structure in a non-equilibrium geometry, with the ωB97M-V functional and the def2-TZVPD basis.

Each line ends with the Mulliken charge.
Atoms and positions in Å:
Pt1 0.6026 0.5415 0.4324  0.850
S1 0.6945 2.7548 1.1685  -0.615
S2 2.0821 -1.3420 1.1057  -0.521
O1 2.7247 -1.0861 -1.7819  -0.462
N1 0.3786 2.8847 -1.8907  -0.287
N2 1.9895 1.9454 -3.2670  0.065
N3 1.4865 0.8646 -1.3373  -0.333
N4 -0.8184 0.2698 1.9945  0.577
N5 -0.6461 -1.4852 -0.3929  1.130
C1 1.6369 -5.0420 -0.4593  -0.625
C2 -0.3489 -0.6637 3.0568  -1.053
C3 -2.2570 1.4972 3.5814  -0.226
C4 -1.7327 -1.5971 0.5763  -1.133
C5 -2.0111 -0.2914 1.2773  -0.757
C6 -1.2334 1.5367 2.6333  -0.049
C7 1.2651 1.9337 -2.1332  0.756
C8 1.4128 -2.7109 0.2380  0.751
C9 0.1717 -2.6926 -0.4092  -0.550
C10 -2.0289 3.8557 3.9225  -0.526
C11 -0.3342 -3.8311 -1.0370  -0.459
C12 1.7617 2.8137 -4.4010  -1.152
C13 2.3505 0.0083 -2.0693  0.163
C14 -0.6080 2.7199 2.3203  0.666
C15 -2.6627 2.6497 4.2260  -0.992
C16 -1.0164 3.8867 2.9853  -0.567
C17 2.1306 -3.9198 0.1770  -0.637
C18 2.7122 0.6990 -3.3657  -0.403
C19 -1.1296 -1.1260 -1.7315  -1.396
C20 0.3859 -5.0102 -1.0707  -0.851
H1 0.9306 2.4736 -5.0236  0.341
H2 -1.5849 -0.1354 -1.7007  0.315
H3 -1.1789 -0.9216 3.7213  0.369
H4 0.0827 -1.5498 2.6109  0.373
H5 -2.8166 -0.4698 1.9953  0.474
H6 2.2292 -5.9494 -0.4807  0.376
H7 0.4345 -0.1676 3.6214  0.251
H8 -2.6634 -1.9341 0.0992  0.408
H9 1.5650 3.8350 -4.0805  0.393
H10 0.4276 3.7359 -2.4195  0.198
H11 -1.8713 -1.8400 -2.1062  0.421
H12 -2.7351 0.5566 3.8237  0.248
H13 -1.4612 -2.3596 1.3028  0.540
H14 0.0086 2.9473 -0.9359  0.027
H15 -2.3467 0.4785 0.5839  0.362
H16 -0.0176 -5.8858 -1.5626  0.387
H17 2.6659 2.8367 -5.0050  0.359
H18 -0.2875 -1.1064 -2.4199  0.285
H19 -2.3273 4.7689 4.4219  0.376
H20 2.3778 0.0980 -4.2133  0.318
H21 -0.5156 4.8173 2.7465  0.418
H22 3.7906 0.8412 -3.4296  0.343
H23 -1.3126 -3.7946 -1.5039  0.270
H24 -3.4583 2.6104 4.9578  0.374
H25 3.1058 -3.9482 0.6479  0.409

The total energy comes out at -2041.8679 a.u. The value obtained for the gap between HOMO and LUMO is 6.24 eV. The energy relative to the best compared isomer or geometry (same formula, charge and spin) comes out at 0.618 eV. Its HOMO energy is -0.22590 Ha.

No. 3
Computed, not measured: C20H26BFeN5O4S2 as an isolated structure, with the ωB97M-V functional and the def2-TZVPD basis.

Each line ends with the Mulliken charge.
Atoms and positions in Å:
Fe1 -1.0708 -0.1611 -0.1972  -0.740
S1 2.6785 -2.8814 0.3491  -0.096
S2 0.4496 -2.3955 2.2636  -0.104
O1 0.1170 1.0838 2.3543  -0.552
O2 -0.1252 2.5970 0.6554  -0.572
O3 -0.2024 0.5110 -1.8362  -0.852
O4 3.3358 -1.4992 -2.9687  -0.701
N1 -2.2573 -0.9350 1.3044  0.221
N2 -1.9504 -1.7833 -1.3418  -0.251
N3 0.6055 -1.2394 -0.1254  0.672
N4 -2.6738 1.1091 -0.5146  -0.066
N5 1.3748 -1.0581 -1.2847  -0.912
C1 3.4680 -0.1220 -4.8551  -0.696
C2 2.5352 -4.0722 1.7080  -0.579
C3 2.9832 0.9035 -5.6415  -0.300
C4 0.5112 2.3155 2.7894  0.722
C5 -3.2698 0.0855 1.6200  -0.598
C6 1.1750 1.2337 -4.1150  -0.535
C7 1.6404 0.1983 -3.3026  0.247
C8 0.3624 3.2328 1.7582  0.584
C9 1.1683 4.9483 3.1721  -0.456
C10 1.1423 -2.0809 0.6747  -0.197
C11 0.6857 4.5616 1.9210  -1.132
C12 1.8119 -3.4367 2.8931  -0.621
C13 -3.8006 0.7450 0.3547  -0.671
C14 -3.0608 -2.3626 -0.5784  -0.811
C15 1.8293 1.5923 -5.2765  -0.826
C16 0.8716 -0.1181 -2.0686  0.805
C17 1.3160 4.0298 4.2039  -0.534
C18 0.9870 2.6848 4.0273  -1.076
C19 -2.7800 -2.2581 0.9170  -0.418
C20 2.8080 -0.4877 -3.6805  0.398
B1 -0.2831 1.2107 0.9847  1.226
H1 1.3552 -4.2057 3.5156  0.392
H2 1.6960 4.3612 5.1613  0.381
H3 -2.2240 -1.5820 -2.2962  0.208
H4 -4.4241 1.6020 0.6237  0.470
H5 -2.2961 2.0211 -0.2772  0.299
H6 -1.6696 -1.0490 2.1256  0.094
H7 -3.6882 -2.5129 1.4765  0.429
H8 -1.1620 -2.4217 -1.3923  0.271
H9 -2.9555 1.1566 -1.4872  0.269
H10 0.2821 1.7547 -3.7973  0.397
H11 -4.1035 -0.3352 2.1950  0.478
H12 2.4695 -2.8109 3.4939  0.326
H13 -2.7742 0.8343 2.2391  0.284
H14 1.1022 1.9601 4.8220  0.488
H15 3.5121 1.1738 -6.5472  0.366
H16 1.4361 5.9834 3.3388  0.380
H17 2.0168 -4.9734 1.3812  0.308
H18 4.3655 -0.6638 -5.1222  0.415
H19 -3.2530 -3.4114 -0.8263  0.461
H20 3.5495 -4.3480 1.9933  0.396
H21 1.4537 2.4000 -5.8902  0.413
H22 -2.0135 -2.9860 1.1866  0.203
H23 0.5735 5.2673 1.1091  0.487
H24 -4.4395 0.0505 -0.1893  0.230
H25 -3.9647 -1.8117 -0.8368  0.285
H26 2.7731 -1.6047 -2.1637  0.690

The total energy comes out at -3437.5171 a.u. The value obtained for the gap between HOMO and LUMO is 7.22 eV. The energy relative to the best compared isomer or geometry (same formula, charge and spin) comes out at 0.000 eV. Its HOMO energy is -0.25955 Ha.

No. 4
Computed, not measured: C20H26Br2N5PtS as an isolated structure in a non-equilibrium geometry, with the ωB97M-V functional and the def2-TZVPD basis.

Each line ends with the Mulliken charge.
Atoms and positions in Å:
Pt1 0.2822 0.0429 0.2955  1.393
Br1 -2.3497 1.3063 -0.1384  -0.038
Br2 -1.7940 -0.5908 2.3492  -0.053
S1 1.4439 3.3029 3.4563  -0.169
N1 0.9742 1.4377 1.8163  0.207
N2 0.9837 3.5308 0.7830  -0.316
N3 1.0469 0.8090 -1.4412  -0.384
N4 1.1402 0.8131 3.0381  -0.553
N5 1.5632 -1.5160 -0.3056  0.287
C1 2.2959 -1.2018 -1.3159  0.188
C2 1.1088 2.7387 1.8625  0.268
C3 0.7569 -4.7897 1.2214  -0.605
C4 2.8672 -2.9622 1.1706  0.504
C5 -0.7038 -3.3528 -0.2031  -0.375
C6 -3.1491 0.2810 1.2876  -0.562
C7 1.5223 1.2650 5.4370  -0.511
C8 0.9456 1.9012 -2.2163  -0.411
C9 0.1449 1.1549 6.1084  -0.957
C10 3.9895 -1.9516 1.2616  -0.707
C11 -0.6731 -3.8869 -1.6406  -1.237
C12 0.5950 -3.6016 0.5238  0.642
C13 5.2015 -2.2922 0.3865  -1.090
C14 2.6002 0.6469 -3.0723  -1.085
C15 1.6831 -2.7100 0.4657  0.052
C16 2.9812 -4.1676 1.8555  -0.559
C17 1.8939 1.8393 -3.2421  -0.874
C18 1.9482 -5.0851 1.8657  -1.002
C19 2.0561 0.0256 -1.9497  -0.294
C20 1.3861 1.6327 3.9925  0.280
H1 -3.7809 -0.4732 0.8451  0.383
H2 -0.3855 2.1088 6.0692  0.313
H3 4.9606 -2.2516 -0.6774  0.242
H4 3.3981 0.2559 -3.6878  0.486
H5 2.0639 -6.0280 2.3866  0.407
H6 3.8953 -4.3766 2.4035  0.489
H7 1.1992 4.5094 0.8295  0.231
H8 0.2588 0.8713 7.1550  0.350
H9 2.0449 0.3109 5.4981  0.255
H10 5.5690 -3.2960 0.6081  0.341
H11 -0.4531 -4.9563 -1.6491  0.329
H12 -0.4628 0.4001 5.6080  0.244
H13 6.0118 -1.5852 0.5724  0.393
H14 3.6187 -0.9565 1.0138  0.029
H15 -1.6342 -3.7293 -2.1333  0.389
H16 -3.7027 0.9539 1.9236  0.435
H17 0.9422 3.0891 -0.1222  0.090
H18 -0.0627 -5.4997 1.2553  0.469
H19 2.1219 2.0181 5.9475  0.357
H20 3.0417 -1.8940 -1.6965  0.696
H21 -1.5214 -3.8142 0.3525  0.522
H22 -0.9075 -2.2887 -0.2542  -0.386
H23 4.3193 -1.9186 2.3021  0.514
H24 2.0350 2.5817 -4.0138  0.448
H25 0.1878 2.6575 -2.0513  0.645
H26 0.0954 -3.3764 -2.2262  0.289

The total energy comes out at -6716.7655 a.u. The value obtained for the gap between HOMO and LUMO (spin up / spin down) is 6.63 / 6.71 eV. The energy relative to the best compared isomer or geometry (same formula, charge and spin) comes out at 2.508 eV. As for the net charge: +1. Its HOMO energy (spin up / spin down) is -0.39204 / -0.39768 Ha.

No. 5
Computed, not measured: a 6-piece molecular cluster, C20H26Cl8N2O4 overall in a non-equilibrium geometry, with the ωB97M-V functional and the def2-TZVPD basis.

Each line ends with the Mulliken charge.
Atoms and positions in Å:
Cl1 -17.8448 -7.0480 20.9888  -0.139
Cl2 -18.7534 -11.7112 16.8959  0.009
Cl3 -22.4900 -20.2777 16.5757  -0.162
Cl4 -19.0197 -16.4492 19.3382  -0.223
Cl5 -17.3552 -10.3527 21.3233  0.075
Cl6 -17.4574 -13.7548 20.8307  0.045
Cl7 -23.0597 -17.9214 18.6658  -0.190
Cl8 -17.4706 -14.3354 15.8562  -0.166
O1 -22.8155 -13.2739 19.0128  -0.488
O2 -21.3717 -11.6367 19.2355  -0.513
O3 -10.2250 -9.8853 18.6111  -0.572
O4 -10.7419 -9.1927 16.7116  -0.571
N1 -22.1228 -12.3706 18.6005  0.853
N2 -10.9633 -9.8842 17.6459  0.964
C1 -22.1420 -10.7764 16.6550  -0.175
C2 -22.4019 -13.1102 16.2344  -0.321
C3 -18.4340 -13.2471 14.7080  -0.497
C4 -18.4249 -13.8300 19.3404  0.716
C5 -14.0092 -11.8836 16.4295  -0.409
C6 -18.7366 -9.6894 20.4886  0.020
C7 -22.2318 -11.5097 14.3802  -0.389
C8 -18.4228 -11.7305 15.0790  -0.479
C9 -12.6650 -11.4409 18.7771  -0.251
C10 -14.3137 -12.6234 17.4957  -0.201
C11 -21.5226 -18.8752 18.8024  -0.140
C12 -19.1534 -8.3370 21.2289  -0.585
C13 -12.2068 -10.7650 17.6347  -0.125
C14 -22.2796 -12.0954 17.1151  0.226
C15 -19.6068 -14.7643 19.3172  -0.007
C16 -22.3686 -12.8164 14.8286  -0.788
C17 -21.6031 -20.2175 18.0999  -0.414
C18 -22.1750 -10.4471 15.2912  -0.650
C19 -12.9147 -10.9679 16.4498  -0.327
C20 -13.7407 -12.3472 18.7834  -0.424
H1 -12.1606 -11.4060 19.7314  0.410
H2 -17.6684 -13.9679 18.5679  0.066
H3 -18.5555 -9.4699 19.4364  0.292
H4 -12.6283 -10.3940 15.5808  0.444
H5 -20.6679 -20.7774 18.0907  0.358
H6 -20.2988 -14.5863 18.4941  -0.087
H7 -20.7220 -18.1912 18.5208  -0.014
H8 -22.5565 -13.5814 14.0897  0.458
H9 -17.4392 -11.3461 14.8090  0.337
H10 -21.3926 -19.0715 19.8667  0.316
H11 -20.2302 -14.6943 20.2086  0.392
H12 -21.9057 -9.4890 14.8719  0.407
H13 -14.5592 -11.9744 15.5045  0.392
H14 -17.9236 -13.4786 13.7731  0.432
H15 -19.3054 -11.1908 14.7358  0.236
H16 -22.3137 -11.3202 13.3201  0.404
H17 -19.5606 -10.4025 20.4646  0.039
H18 -22.4651 -14.1280 16.5901  0.598
H19 -19.4031 -13.7326 14.5927  0.232
H20 -22.1785 -20.7585 18.8511  0.259
H21 -20.1538 -8.0614 20.8952  0.377
H22 -22.0023 -9.9260 17.3058  0.349
H23 -18.9479 -12.8780 19.2492  -0.488
H24 -14.1418 -12.7564 19.6988  0.441
H25 -15.1632 -13.2747 17.3524  0.235
H26 -19.4162 -8.4584 22.2798  0.408

The total energy comes out at -4869.0851 a.u. As for the expectation value of S²: 0.75. The value obtained for the gap between HOMO and LUMO (spin up / spin down) is 8.72 / 2.18 eV. The energy relative to the best compared isomer or geometry (same formula, charge and spin) comes out at 0.840 eV. As for the net charge: +1. As for the spin multiplicity: 2. Its HOMO energy (spin up / spin down) is -0.44191 / -0.44185 Ha.